No. 1
52
Properties=species:S:1:pos:R:3 method="wB97M-V/def2-TZVPD" homo_lumo_gap_ev="1.86 / 1.86" molar_mass_g_mol=703.94 spin_multiplicity=1 charge=+3 total_energy_ha=-6805.996972 max_force_ev_per_a=5.3 homo_energy_ha="-0.5391 / -0.5391"
Sn -5.082 5.697 15.167
O -4.442 16.195 17.494
C -5.478 15.554 16.939
O -6.169 16.020 16.083
C -6.100 14.193 17.334
C -6.449 14.089 18.712
C -7.082 12.964 19.135
C -7.465 11.987 18.171
C -7.206 12.209 16.707
C -6.528 13.284 16.344
N -8.049 10.891 18.576
C -8.453 9.763 18.841
C -7.442 8.735 19.133
C -7.864 7.560 19.776
C -6.868 6.708 20.258
C -5.551 7.075 20.058
C -5.228 8.263 19.301
N -6.130 9.130 18.841
H -3.819 15.589 17.898
H -6.075 14.810 19.430
H -7.116 12.756 20.218
H -7.540 11.524 15.923
H -6.240 13.609 15.317
H -9.553 9.606 18.943
H -8.931 7.365 20.008
H -7.151 5.858 20.860
H -4.723 6.557 20.500
H -4.221 8.563 19.112
Br -5.364 4.542 12.199
C -5.751 3.224 13.419
C -6.034 1.881 13.084
C -6.055 0.934 14.043
C -5.795 1.299 15.379
C -5.575 2.640 15.647
N -5.574 3.564 14.644
H -6.240 1.638 12.054
H -6.231 -0.111 13.803
H -5.767 0.603 16.267
H -5.341 2.986 16.651
Br 1.474 2.427 17.618
C 0.714 3.691 16.424
C 1.380 4.204 15.278
N 0.966 5.052 14.348
C -0.323 5.320 14.563
C -1.189 4.871 15.640
C -0.639 4.060 16.542
C -2.605 5.252 15.429
O -3.075 5.942 14.512
O -3.459 4.703 16.207
H 2.326 3.706 15.134
H -0.794 6.130 13.982
H -1.193 3.574 17.295

=====

No. 2
73
Properties=species:S:1:pos:R:3 method="wB97M-V/def2-TZVPD" de_lowest_kcal_mol=0.0 homo_lumo_gap_ev=6.15 molar_mass_g_mol=594.35 spin_multiplicity=1 charge=+1 total_energy_ha=-2938.326251 max_force_ev_per_a=7.3 homo_energy_ha=-0.3406
Lu -0.020 -0.279 0.114
C 1.000 2.722 0.559
C -0.381 2.329 0.536
C 0.559 1.681 2.558
C 1.577 2.258 1.765
C -0.665 1.718 1.817
C 1.648 3.699 -0.349
H 0.951 4.076 -1.110
H 2.528 3.261 -0.851
H 2.013 4.577 0.220
C 2.974 2.477 2.215
H 3.528 3.082 1.488
H 3.505 1.520 2.345
H 3.006 3.001 3.183
C 0.712 1.325 3.985
H 1.279 2.100 4.522
H 1.254 0.383 4.120
H -0.262 1.226 4.474
C -2.009 1.503 2.407
H -2.224 2.273 3.171
H -2.079 0.516 2.906
H -2.804 1.558 1.652
C -1.395 2.813 -0.442
H -1.648 3.874 -0.259
H -2.333 2.242 -0.389
H -1.026 2.745 -1.479
C 1.011 -1.840 -1.938
C 0.668 -1.267 -3.341
C -0.764 -0.985 -3.833
C -1.940 -1.140 -2.857
C -1.690 -0.460 -1.460
C -1.874 -1.471 -0.275
C -0.821 -2.592 -0.131
C 0.021 -2.919 -1.354
H -0.931 -1.661 -4.693
H -2.225 -2.188 -2.739
H -0.790 0.029 -4.264
H -0.626 -3.303 -2.151
H 1.895 -2.490 -2.090
H 1.182 -1.832 -4.134
H 0.644 -3.793 -1.100
H -0.151 -2.477 0.766
H -2.857 -1.930 -0.451
H -1.391 -3.488 0.133
H -2.797 -0.619 -3.316
H -2.458 0.316 -1.334
P 1.855 0.120 -3.082
C 3.498 -0.184 -3.692
C 1.140 1.727 -3.294
P -2.838 -1.542 1.788
C 1.579 -0.520 -1.391
C -4.605 -1.175 1.568
C -2.934 -3.304 2.206
H 4.147 -0.582 -2.893
H 3.920 0.771 -4.049
H 3.470 -0.894 -4.534
H 0.090 1.663 -3.612
H 1.714 2.263 -4.071
H 1.198 2.294 -2.351
H -2.917 -3.937 1.315
H -3.844 -3.498 2.787
H -2.068 -3.542 2.840
H 2.483 -0.607 -0.767
H -0.727 0.138 -1.677
H -4.889 -0.488 2.385
H -5.199 -2.096 1.630
H -4.766 -0.675 0.607
B 3.029 -1.465 3.630
C 1.906 -1.341 2.619
N 1.037 -1.182 1.835
H 3.813 -2.274 3.152
H 2.555 -1.870 4.680
H 3.559 -0.374 3.774

=====

No. 3
36
Properties=species:S:1:pos:R:3 method="wB97M-V/def2-TZVPD" homo_lumo_gap_ev=8.54 molar_mass_g_mol=436.99 spin_multiplicity=1 charge=0 total_energy_ha=-1786.115977 max_force_ev_per_a=3.1 homo_energy_ha=-0.3468
O -3.844 -2.635 -0.627
C -3.361 -3.281 0.260
O -2.864 -4.508 0.087
C -3.260 -2.678 1.660
C -2.575 -1.377 1.492
N -3.254 -0.282 1.398
C -2.303 0.666 1.208
N -2.634 1.938 1.027
N -1.658 2.933 0.796
C -2.287 4.220 0.649
O -1.773 5.236 1.007
F -3.457 4.174 0.073
C -0.992 2.680 -0.525
O -1.583 2.399 -1.508
F 0.269 2.834 -0.412
N -1.124 0.133 1.223
N -1.276 -1.190 1.407
H -2.614 -4.545 -0.843
H -4.265 -2.449 1.969
H -2.737 -3.329 2.345
H -3.615 2.143 1.077
H -0.230 0.615 1.097
H -0.525 -1.853 1.438
B 4.006 -0.141 -1.261
O 2.715 -0.144 -2.007
C 1.742 0.009 -1.148
O 0.560 0.050 -1.390
C 2.335 0.125 0.243
O 1.669 0.271 1.246
O 3.625 0.038 0.177
O 4.737 -1.394 -1.459
C 5.935 -1.107 -1.983
O 6.774 -1.904 -2.267
C 6.028 0.403 -2.148
O 6.955 1.011 -2.586
O 4.882 0.940 -1.714

=====

No. 4
29
Properties=species:S:1:pos:R:3 method="wB97M-V/def2-TZVPD" de_lowest_kcal_mol=18.2 homo_lumo_gap_ev=9.78 molar_mass_g_mol=179.14 spin_multiplicity=1 charge=-1 total_energy_ha=-763.861406 max_force_ev_per_a=1.4 homo_energy_ha=-0.2523
O 3.449 -2.895 0.859
H 3.117 -2.963 -0.059
H 2.586 -3.062 1.250
O 1.248 -2.947 -0.533
H 0.696 -2.764 0.243
H 1.510 -2.027 -0.757
O -2.854 2.525 -1.017
H -3.223 2.480 -0.127
H -2.069 1.970 -0.912
O 0.391 -1.284 1.647
H 0.412 1.427 -0.282
H 0.458 -1.111 2.586
O -0.203 0.802 0.116
H -1.421 -0.068 -1.771
H 0.064 -0.449 1.254
O -3.434 0.201 1.570
H -2.620 -0.204 1.898
H -3.438 -0.102 0.654
O 1.526 -0.365 -1.279
H 0.794 0.008 -0.524
H 2.167 0.340 -1.400
O -1.053 -0.824 -2.235
H -0.120 -0.813 -1.942
H -0.296 1.117 2.095
O -0.410 0.850 3.026
H -0.995 1.452 3.485
O 1.548 3.091 -2.845
H 1.065 2.260 -2.975
H 1.103 3.354 -2.027